1.
Entry from the OMol25 dataset: a 10-piece molecular cluster, C30H88O38P8S2 overall in a non-equilibrium geometry (ωB97M-V/def2-TZVPD).

```
166
C30H88O38P8S2 | the OMol25 dataset | ωB97M-V/def2-TZVPD
O -18.560 4.105 16.369
H -11.218 1.623 14.017
O -20.269 2.720 14.914
C -14.403 5.746 14.586
H -8.957 7.915 16.026
O -9.319 -0.322 11.473
H -20.935 1.591 17.491
H -12.807 -2.085 22.260
O -11.421 8.064 9.867
C -11.651 -4.517 19.437
H -10.527 4.212 9.091
O -11.053 8.437 7.272
S -20.148 3.483 16.187
H -12.021 12.924 16.218
C -12.406 2.723 7.018
H -14.971 4.736 11.944
H -14.318 11.588 8.344
C -14.539 2.587 18.707
C -15.545 3.810 11.947
H -16.414 4.913 16.662
H -9.947 8.467 17.382
C -19.830 3.856 11.678
H -13.390 9.414 15.970
H -14.325 10.440 14.843
O -11.896 -3.200 18.936
H -8.890 -1.708 15.468
H -18.218 4.522 18.323
H -10.964 -4.407 20.275
H -11.469 5.637 16.432
H -12.298 5.028 22.312
H -11.742 0.685 11.323
H -12.764 2.461 14.485
C -9.477 -1.444 14.588
H -13.772 -0.011 16.971
H -17.226 7.330 9.460
H -11.447 2.164 15.610
O -12.519 4.839 12.165
H -10.831 1.395 6.282
O -10.717 6.123 8.186
H -12.078 -1.261 20.826
H -11.055 -5.110 18.743
H -13.629 -0.727 21.544
O -12.686 11.577 11.227
H -11.116 2.841 5.201
P -13.996 10.663 10.895
H -12.558 -5.046 19.730
C -18.355 5.041 17.374
O -12.377 10.761 14.631
H -8.821 9.590 16.556
H -9.153 5.111 8.940
O -17.333 5.617 10.560
H -12.697 -1.448 16.496
H -20.134 3.969 10.637
H -15.687 8.434 11.373
O -13.891 9.483 12.016
H -12.327 6.336 21.083
O -8.703 1.921 12.886
C -11.350 5.544 17.511
O -13.981 1.318 9.291
H -13.597 5.434 9.264
H -18.717 7.172 10.343
H -11.702 8.936 5.368
H -5.424 -0.678 12.034
C -11.097 2.450 6.218
O -13.132 5.022 14.709
H -13.415 9.194 14.146
H -18.472 6.320 8.900
S -12.565 1.257 9.083
H -13.842 7.034 9.819
H -13.087 12.017 17.273
O -13.040 7.140 8.010
C -11.606 1.503 10.614
O -17.087 6.460 12.914
P -13.352 4.870 19.112
C -8.313 2.775 11.764
O -20.991 4.593 16.502
C -9.517 8.761 16.424
H -6.523 0.093 10.987
P -8.686 0.305 12.739
H -7.314 3.192 11.896
C -12.053 12.337 17.136
H -19.294 2.908 11.712
O -12.601 5.842 18.072
H -19.104 1.868 17.683
O -15.280 11.383 10.966
H -17.216 6.445 16.231
H -14.142 10.104 7.547
C -14.889 8.495 12.112
O -13.527 3.449 18.291
H -10.181 7.391 12.189
O -12.056 2.594 8.340
H -11.919 7.359 12.387
O -7.152 -0.129 12.976
H -14.267 7.604 12.028
H -11.980 0.036 17.185
O -11.413 11.118 16.937
C -11.248 8.079 5.864
P -13.394 -2.597 18.849
H -14.915 6.311 8.578
C -6.169 0.118 12.017
C -13.681 10.704 8.332
C -12.999 -1.585 21.310
H -10.621 6.293 17.821
H -14.475 6.201 13.598
O -12.271 4.478 20.258
H -14.795 2.711 19.759
O -10.678 9.111 15.645
P -11.970 4.879 13.549
H -14.611 6.569 15.270
H -13.221 2.174 6.548
C -11.944 5.346 21.331
H -20.757 3.806 12.248
C -10.975 7.259 12.923
O -9.824 11.533 14.912
H -15.431 8.563 13.056
H -19.033 5.894 17.364
O -13.803 -2.407 20.454
C -20.109 2.288 17.629
H -10.569 1.639 10.308
H -8.979 3.635 11.684
H -15.198 5.024 14.773
H -10.911 4.576 17.752
H -11.827 12.880 18.053
O -11.094 3.616 14.098
O -14.409 -3.345 18.067
O -14.585 5.419 19.677
H -14.136 1.575 18.678
H -20.287 2.904 18.511
O -11.951 0.058 8.482
H -12.858 3.709 6.916
H -10.474 -1.882 14.544
H -10.876 5.557 21.379
H -11.492 10.071 12.067
H -12.688 10.818 7.897
O -13.120 -1.068 18.454
H -8.302 2.287 10.790
P -10.933 10.735 15.458
C -11.678 2.435 14.580
H -16.626 6.173 17.936
C -17.039 5.727 17.031
H -10.275 5.681 10.217
O -16.917 3.890 12.317
H -15.018 3.104 12.589
P -17.582 5.352 12.135
C -13.397 9.886 14.988
O -13.694 9.960 9.484
H -9.081 -2.187 13.896
H -15.346 2.639 17.976
C -11.459 10.923 11.388
H -15.406 3.533 10.902
H -5.680 1.072 12.217
H -11.819 2.509 10.974
C -13.885 6.426 8.916
O -19.193 5.092 12.159
H -10.968 8.080 13.640
C -17.953 6.600 9.816
C -10.198 5.243 9.222
H -10.218 2.918 6.663
H -10.734 11.682 11.679
C -12.869 -0.594 17.150
P -11.574 7.444 8.496
H -11.914 7.228 5.718
O -10.882 6.084 13.784
H -10.278 7.873 5.410
H -11.167 10.654 10.373
O -9.451 -0.114 14.121
```

LUMO = 0.2 eV
Frontier orbital gap = 10.37 eV
Charge = 0
SMILES = CCOS(C)(=O)=O.CCOS(C)(=O)=O.COP(=O)(OC)OC.COP(=O)(OC)OC.COP(=O)(OC)OC.COP(=O)(OC)OC.COP(=O)(OC)OC.COP(=O)(OC)OC.COP(=O)(OC)OC.COP(=O)(OC)OC

---

2.
Entry from the OMol25 dataset: the molecule C5H7N3 in a non-equilibrium geometry (ωB97M-V/def2-TZVPD).

```
15
C5H7N3 | the OMol25 dataset | ωB97M-V/def2-TZVPD
N 0.426 2.105 -0.056
C -1.841 0.499 0.080
H -3.635 -0.257 0.097
C 1.760 -0.029 0.031
N -2.670 -0.405 -0.107
H 1.883 -2.370 -0.027
H 1.354 2.427 -0.335
N -0.509 -0.005 0.205
H -1.955 1.565 0.178
C 1.239 -1.439 -0.020
H -0.837 -2.000 -0.350
C -0.036 -1.348 0.025
H 2.321 0.321 -0.812
H 1.977 0.088 1.022
C 0.522 0.848 0.068
```

Energy above the lowest of the compared OMol25 structures with the same formula, charge and spin = 261.3 kJ/mol
LUMO = 1.0 eV
Frontier orbital gap = 9.48 eV
Charge = 0
SMILES = [H]/N=C/N1C=CC/C1=N\[H]

---

3.
Entry from the OMol25 dataset: a 2-piece molecular cluster, C4H10NO overall in a non-equilibrium geometry (ωB97M-V/def2-TZVPD).

```
16
C4H10NO | the OMol25 dataset | ωB97M-V/def2-TZVPD
O -1.372 0.929 1.042
H 1.751 -0.042 1.369
C -0.319 -2.234 -1.388
H 1.495 2.085 -0.154
H -1.800 1.673 0.615
C 0.670 -0.088 1.384
H 0.273 1.477 -1.244
H 1.063 -1.011 -2.068
N 0.651 -1.414 -1.230
H -1.044 -2.273 -0.580
H 0.171 -0.654 2.160
H -0.187 2.771 -0.186
C -0.060 0.861 0.757
H -0.413 -2.831 -2.287
H 0.653 -0.903 -0.257
C 0.432 1.877 -0.232
```

Energy above the lowest of the compared OMol25 structures with the same formula, charge and spin = 182.5 kJ/mol
LUMO = -5.2 eV
Frontier orbital gap = 8.11 eV
Charge = +1

---

4.
Entry from the OMol25 dataset: a 11-piece molecular cluster, C44H121N11O11 overall in a non-equilibrium geometry (ωB97M-V/def2-TZVPD).

```
187
C44H121N11O11 | the OMol25 dataset | ωB97M-V/def2-TZVPD
H -6.835 3.977 1.615
H 3.220 1.552 5.398
H -4.835 0.597 -2.491
C 1.289 -5.193 -0.960
H -0.782 -5.063 -3.463
C 4.505 -2.992 -3.064
H -5.700 -0.777 -0.698
H 1.473 3.995 -0.873
H 1.949 2.225 4.342
H -3.532 -1.190 6.332
H 6.959 0.973 -1.282
H 3.498 5.076 -3.901
C -0.983 -5.895 4.029
H -3.880 -1.985 -1.314
H -1.585 -2.685 7.715
C -0.651 -0.096 -6.595
H 1.087 0.409 0.607
H -1.532 0.945 3.248
H -2.353 5.415 2.732
H -3.642 4.481 -0.711
H -2.449 -3.793 3.781
O -6.328 1.171 -1.258
H 3.536 0.787 -0.353
H -1.391 0.370 -0.573
O -0.267 -1.054 0.900
H -0.852 -3.234 4.138
H -0.401 2.285 1.501
H -4.301 3.391 -4.585
C -4.820 5.452 1.260
H 3.392 1.929 -2.159
C -3.763 4.328 1.328
H -4.320 1.758 -1.287
H 0.606 0.049 2.299
C -5.116 1.481 -1.969
H -2.505 -0.930 4.963
C -2.124 0.125 -6.173
H -1.142 -1.979 -7.409
C -2.923 4.459 2.648
H 0.510 -3.792 -3.243
H 4.522 5.530 -0.101
H 1.064 -7.801 0.317
H 1.123 -2.194 3.994
C -6.145 0.160 -0.307
H -5.916 4.653 -2.851
H 1.468 3.561 2.213
C 2.280 3.001 1.672
O -5.655 5.441 2.362
H -4.531 -3.236 1.393
C 0.266 0.178 1.276
H -7.580 5.587 1.787
C -2.907 -2.581 -3.381
H 0.975 -5.524 -3.608
H 4.076 -3.981 -2.783
C 4.993 5.325 0.856
C 2.211 3.700 -2.781
H -5.404 5.376 0.367
N -1.336 -2.922 6.813
H 3.198 5.626 1.980
O 0.098 0.585 -4.407
H -2.232 3.626 2.567
O -2.725 -3.409 -2.232
H 3.818 -2.539 -3.775
H 4.185 0.072 1.105
H 3.576 3.130 -5.106
H -3.143 -3.745 6.210
H 6.718 4.483 -0.349
O 4.616 3.227 -3.321
N -5.854 3.832 -2.242
H -2.751 0.383 -7.063
N 5.408 6.595 1.443
C 0.268 -4.867 -3.091
H -2.462 3.642 -0.027
H 3.397 -0.970 -0.017
H -3.549 4.424 3.560
H 3.774 3.606 -1.341
H -0.287 -1.381 -4.966
H -2.152 -4.608 1.535
H -4.586 -3.617 -1.208
H 5.891 7.134 0.710
H 4.249 4.330 2.588
N 1.125 3.605 -1.766
C -6.912 4.824 2.259
H 5.967 -0.838 -0.191
H -4.178 -1.773 0.880
H 3.216 -6.657 0.593
H -4.308 6.438 1.266
H -2.838 1.397 2.068
H 3.949 -2.138 3.168
C 5.336 -0.216 -0.786
H -3.471 -5.240 0.552
N 6.010 1.052 -1.013
H -2.215 0.930 -5.461
C 4.084 -0.038 0.036
C -2.927 -3.237 0.141
C 2.585 5.091 -3.325
C 3.518 3.041 -2.322
H -3.922 -2.702 -3.790
C 2.678 -3.434 4.939
H 6.128 -0.954 -2.685
C 0.473 0.222 -3.099
C 2.316 -0.896 5.213
H -4.192 3.282 1.360
H -6.198 2.280 -3.661
H 2.647 5.818 -2.463
H 2.894 2.479 2.398
H 5.452 -3.222 -3.518
O 3.086 3.835 0.882
C -3.653 -3.099 -1.208
H -0.392 -7.195 -0.046
H 2.768 -1.233 2.474
H 6.165 6.525 2.087
H 1.518 -0.886 5.945
N -1.360 1.329 -0.169
H 2.452 -4.193 4.219
H 3.096 -5.015 1.164
H 1.528 -0.062 -3.015
C -2.541 -4.656 0.536
C 5.137 -0.978 -2.111
N -3.747 -2.631 1.230
H -3.894 -1.922 4.765
H 0.074 -2.876 0.108
C -0.834 1.271 1.237
N -2.995 4.453 0.053
H -6.736 3.641 -1.732
H 0.479 -5.208 1.118
H 1.829 3.136 -3.597
H 1.357 -1.648 -0.285
N 0.375 -7.098 0.609
H -1.751 -5.143 -0.107
N -0.633 -1.156 -7.615
H -0.190 -5.492 3.340
H 1.620 -4.125 -0.945
H -2.036 -2.587 0.131
H 5.480 1.763 -1.607
O 2.120 0.232 4.312
H 2.081 -5.766 -1.359
H 3.714 -3.443 4.990
H 0.349 -1.342 -7.846
O 0.117 -5.247 -1.757
C -5.451 2.637 -2.924
H -3.766 1.940 -4.051
C -2.372 -3.003 5.832
H 2.243 -3.560 5.933
C -4.188 2.835 -3.659
N 2.957 -1.995 3.062
H 1.749 5.477 -3.978
H -7.318 4.471 3.223
H 1.817 2.293 0.999
H -0.258 0.817 -6.947
H 3.858 1.582 -4.315
C -1.926 0.827 2.242
H 0.337 1.073 -2.459
C 0.632 -2.061 0.478
C 4.276 2.542 -4.503
C 6.139 4.365 0.605
C -1.720 -3.686 4.591
C 2.201 -2.142 4.334
C 2.534 -5.978 1.077
H 1.205 -0.779 -5.562
H 5.760 3.336 0.452
H -2.165 -0.256 2.132
H -1.878 -6.064 3.438
H -2.551 -0.742 -5.754
H 5.220 2.440 -5.115
H -0.083 -0.652 -2.732
O 4.691 -2.264 -1.877
H -2.129 -2.821 -4.131
H 2.429 -6.322 2.083
H -3.432 3.387 -3.035
C 1.128 -5.796 0.446
H 1.341 -2.361 1.296
C 3.815 4.754 1.642
C -3.081 -1.691 5.466
H 1.578 1.349 5.874
H -5.433 0.523 0.450
H -0.506 -6.823 4.360
H 6.837 4.311 1.465
H -7.080 -0.088 0.188
H -0.801 -3.794 6.811
C 2.194 1.405 5.008
H -0.780 1.916 -0.748
O -1.297 -4.997 5.047
H 0.355 4.127 -2.112
C 0.152 -0.484 -5.334
H -2.755 -1.508 -3.098
H 4.432 -0.429 -2.739
H 3.320 -0.813 5.677
```

Energy above the lowest of the compared OMol25 structures with the same formula, charge and spin = 297.5 kJ/mol
LUMO = 0.5 eV
Frontier orbital gap = 9.24 eV
Charge = 0
SMILES = COC[C@H](C)N.COC[C@H](C)N.COC[C@H](C)N.COC[C@H](C)N.COC[C@H](C)N.COC[C@H](C)N.COC[C@H](C)N.COC[C@H](C)N.COC[C@H](C)N.COC[C@H](C)N.COC[C@H](C)N

---

5.
Entry from the OMol25 dataset: the molecule C8H13N (ωB97M-V/def2-TZVPD).

```
22
C8H13N | the OMol25 dataset | ωB97M-V/def2-TZVPD
H 0.293 0.408 2.346
C -1.363 1.803 0.100
H 0.439 -2.563 -0.247
H 2.094 0.687 2.165
C 1.163 0.391 1.711
C -0.312 -0.934 -1.554
H -1.338 1.987 -0.972
H 0.565 -0.929 -2.179
C -0.400 -1.907 -0.426
H 2.196 0.608 -1.282
N -2.364 -0.320 0.857
C 2.313 -0.056 -0.428
C -0.207 -0.437 -0.134
C 1.096 -0.001 0.446
H -3.166 0.246 1.128
H -0.463 2.230 0.531
H -1.224 -0.701 -2.089
H 2.482 -1.064 -0.799
C -1.407 0.318 0.347
H 3.195 0.262 0.132
H -2.235 2.298 0.522
H -1.359 -2.325 -0.174
```

Energy above the lowest of the compared OMol25 structures with the same formula, charge and spin = 127.7 kJ/mol
LUMO = 1.0 eV
Frontier orbital gap = 10.01 eV
Charge = 0
SMILES = [H]/N=C(\C)C1(C(=C)C)CC1

---

6.
Entry from the OMol25 dataset: the molecule C6H11N3O in a non-equilibrium geometry (ωB97M-V/def2-TZVPD).

```
21
C6H11N3O | the OMol25 dataset | ωB97M-V/def2-TZVPD
C 1.233 1.272 0.097
N -1.705 -0.273 0.299
C 3.245 -0.047 -0.121
N -0.708 0.141 0.887
N 1.026 -1.095 0.043
H -3.187 -0.970 1.714
C -1.876 0.328 -1.074
H 1.610 2.177 -0.316
H -1.886 -2.128 0.954
H 3.632 -0.822 0.470
H -3.044 -1.558 -0.166
C -2.575 -1.273 0.810
O -0.712 2.444 0.848
H -0.827 0.335 -1.513
C -0.094 1.435 0.608
H -2.495 -0.275 -1.775
H 1.586 -1.938 0.253
H 3.606 1.048 0.219
C 1.753 -0.004 -0.013
H -2.218 1.334 -1.054
H 3.637 -0.130 -1.170
```

Energy above the lowest of the compared OMol25 structures with the same formula, charge and spin = 497.8 kJ/mol
LUMO (spin up / spin down) = -0.2 / -0.2 eV
Frontier orbital gap (spin up / spin down) = 7.30 / 7.30 eV
Charge = 0